1.
Below is a cluster of 8 separate species, C51H113N5O8 in total, with properties calculated with ωB97M-V/def2-TZVPD.

Calculated values
energy above the lowest of the compared OMol25 structures with the same formula, charge and spin = 174.6 kcal per mole
SMILES string = CC1(C)CCCC(C)(C)N1O.CC1(C)CCCC(C)(C)N1O.CC1(C)CCCC(C)(C)N1O.CC1(C)CCCC(C)(C)N1O.CC1(C)CCCC(C)(C)N1O.CCO.CCO.CCO
HOMO-LUMO gap = 0.2972 Eh
HOMO level = -0.2856 Eh

Element x y z (Å)
O 7.01919 -3.35464 -3.75340
O 8.41031 1.09539 0.23197
O -7.98816 -4.08772 -7.15152
O 0.70678 6.32434 5.55582
O 2.47088 -0.49367 -1.32536
O 9.55883 3.37895 -8.07492
O 1.12963 -8.15999 3.42945
O -6.22922 -0.10506 3.23850
N 9.15695 1.91240 1.03549
N -7.22924 -3.14515 -6.49499
N -0.05728 -8.34477 2.66576
N 0.80430 7.56993 4.86588
N -7.45163 0.41162 2.87247
C -2.22936 -7.38620 1.66495
C 0.17717 10.11002 3.11991
C 9.69486 2.75643 3.41189
C -8.90037 2.30450 2.35666
C -0.87908 -7.12853 2.51964
C -1.36364 -6.61789 3.99814
C 11.41023 1.78305 -0.15977
C -4.84957 -2.37507 -5.85976
C 9.38286 -3.62290 -4.74784
C -0.29104 8.50786 5.25842
C 0.49890 0.82038 -1.40185
C -5.19181 -4.03333 -7.79304
C 1.51151 0.05034 -2.32912
C -5.71162 -4.70329 -5.31012
C -2.88011 -8.67445 2.03409
C -8.53309 -1.86829 3.08611
C 1.06588 7.52865 3.36952
C 8.80739 2.24151 -7.72743
C 2.36255 6.78739 3.05666
C -1.64760 7.99330 4.82535
C 11.04563 3.33356 2.79944
C 1.29782 9.07045 2.76388
C 10.81703 3.77765 1.35437
C 8.45185 -3.10514 -3.62596
C 7.28813 2.59921 -7.57972
C -6.99629 2.62969 3.84510
C -7.79117 -0.99688 0.84476
C -7.46449 1.82575 2.54008
C -5.77581 -3.51265 -6.35965
C 0.18565 -10.91210 2.66040
C 9.61010 3.22660 -0.82926
C -6.66712 -0.76148 -6.18063
C -1.94270 -9.86808 2.02343
C 0.03496 -5.96910 1.86168
C -0.76882 -9.65253 3.00314
C 7.58683 1.62055 2.82613
C 9.79581 0.33175 2.86850
C -7.66660 -1.70202 -6.89217
C 9.08564 1.63060 2.51114
C -9.80881 0.00594 2.10326
C -9.06579 -1.30483 -6.26293
C -7.54972 -1.35002 -8.41994
C -8.34767 -0.59169 2.23428
C -6.61333 2.14882 1.22579
C 10.24203 2.61735 0.42385
C -0.01055 6.80380 2.56929
C -9.73824 1.46130 1.41595
C -5.09778 -0.92286 -6.33490
C -1.24357 -9.86328 4.49684
C -0.12181 8.57439 6.75715
C 0.07907 9.86074 4.71527
H -2.39173 -6.96456 4.10283
H -1.85822 8.51131 3.88971
H -1.39546 -10.92079 4.71296
H 1.03255 10.14116 5.16285
H 0.20474 -6.05620 0.78852
H -0.00778 5.99385 5.00648
H 9.23492 2.45945 -1.50662
H 9.10654 1.52836 -8.49555
H -6.23927 -4.47402 -4.38431
H -4.49751 -0.23373 -5.74086
H -9.40603 1.35087 0.38369
H -1.00421 7.13280 2.26516
H 8.74197 -3.44159 -2.63061
H 11.67578 2.44933 2.70381
H -6.82867 0.26950 -6.49544
H -6.70467 3.20316 0.96482
H -9.04371 -1.41641 -5.17887
H 9.82151 2.35855 4.41874
H -5.92255 2.68366 4.02481
H -6.89015 -0.74918 -5.11377
H -6.79470 1.63399 0.28231
H -7.45090 2.30540 4.78117
H 0.84181 8.99908 7.03855
H 2.25718 9.40823 3.15583
H 12.09308 1.21944 0.47596
H -0.36301 7.65503 7.29072
H 10.81098 0.23731 2.48300
H 9.22262 1.98931 -6.75169
H -7.26399 3.66368 3.62758
H -2.98215 -6.66685 1.98738
H -10.44859 -0.61283 1.47406
H -9.76261 -2.05726 -6.63227
H -6.01855 -5.69966 -5.62816
H 8.56227 -2.02076 -3.63206
H -6.79484 -1.43695 0.88707
H -4.66350 -4.89480 -5.08020
H -0.04738 5.78253 2.94844
H 7.53732 1.29229 3.86434
H -6.33455 -0.14913 4.19169
H 0.75758 -11.24608 3.52610
H 2.48222 6.37237 2.05589
H 0.98299 -10.70705 1.94605
H -5.55043 2.03084 1.43651
H -3.18662 -8.60186 3.07759
H -0.45619 -11.75358 2.39950
H 1.01734 -5.91945 2.33132
H 10.10099 4.59440 1.26335
H -8.35223 -4.67836 -6.48805
H -8.48327 -1.65010 0.31335
H 1.72997 -8.39150 2.71701
H -4.62592 -0.73283 -7.29893
H 8.86246 3.97380 -0.56311
H -1.37960 -10.06090 1.11028
H -0.45677 -9.52017 5.16865
H 11.76386 4.14256 0.95631
H 0.55386 11.12586 3.00044
H -1.69537 6.91294 4.68882
H -0.35057 -4.95974 2.00554
H 2.14806 5.81497 3.49993
H -9.44258 2.43386 3.29334
H -6.48367 -1.44211 -8.62768
H -7.57015 -0.14626 0.20001
H -0.13784 0.17818 -0.79338
H -4.16546 -4.39904 -7.82407
H -5.13460 -3.20136 -8.49493
H -9.34944 -0.35681 -6.71999
H -0.08794 1.57503 -1.92552
H 10.40833 3.71101 -1.39166
H -7.54204 -2.16741 3.42731
H -2.11824 -9.24035 4.68393
H -3.68945 -8.86710 1.32985
H -9.13578 -2.66938 2.65820
H -4.92111 -2.21063 -4.78461
H -8.91450 3.26009 1.83250
H -2.46702 8.37100 5.43690
H 0.41216 6.62367 1.58088
H 9.10240 -3.47488 -5.79069
H 3.17035 7.03662 3.74473
H 1.03426 -0.72013 -2.93469
H 7.59132 1.57383 0.08383
H 9.39719 -4.70254 -4.59866
H 10.35119 -3.19597 -4.48673
H -0.66417 10.64133 4.87769
H 3.18778 -0.90916 -1.81016
H 10.38810 2.99691 -8.37150
H 6.94958 0.96460 2.23305
H 7.06653 2.57711 2.77720
H -5.75008 -4.89358 -8.16239
H -10.14928 0.10985 3.13349
H 7.36869 3.49431 -6.96294
H 6.84191 -4.27183 -3.53221
H -0.79990 9.31818 7.17557
H -1.29629 -5.53024 4.02272
H 1.05328 1.49125 -0.74558
H -2.61101 -10.70929 2.20733
H -9.02621 -1.49828 3.98501
H 1.40169 8.83239 1.70528
H -0.77508 -6.88984 4.87436
H 12.04687 2.42027 -0.77357
H 6.86548 2.94995 -8.52124
H -3.81051 -2.49833 -6.16520
H 10.91863 1.07228 -0.82402
H -7.87998 -0.33347 -8.63357
H 11.58625 4.07035 3.39355
H -8.19813 -1.98083 -9.02801
H 10.19338 0.30582 3.88307
H -2.08717 -7.21905 0.59727
H 8.93410 3.53602 3.45177
H 2.09779 0.68415 -2.99444
H 9.12800 -0.51088 2.68929
H -10.59393 2.13270 1.34460
H 6.63285 1.95654 -6.99178
H -0.80314 10.02113 2.65174

Atoms 1-3, force components in eV/Å:
O 1.039 0.235 -0.334
O 0.000 -1.129 -0.335
O -0.122 -0.678 -1.172

2.
Below is a cluster of 8 separate species, C51H113N5O8 in total, with properties calculated with ωB97M-V/def2-TZVPD.

Calculated values
energy above the lowest of the compared OMol25 structures with the same formula, charge and spin = 36.5 kcal per mole
SMILES string = CC1(C)CCCC(C)(C)N1O.CC1(C)CCCC(C)(C)N1O.CC1(C)CCCC(C)(C)N1O.CC1(C)CCCC(C)(C)N1O.CC1(C)CCCC(C)(C)N1O.CC(C)O.CC(C)O.O
HOMO-LUMO gap = 0.3225 Eh
HOMO level = -0.3060 Eh

Element x y z (Å)
O 6.14074 -2.03413 -1.80987
O -2.39419 0.46086 3.02002
O -2.71910 -2.66501 -5.69930
O 0.29110 1.46294 5.60665
O 2.02730 -1.11908 4.01244
O 2.27531 2.95199 -3.87189
O -3.24809 3.13150 1.62852
O -0.02118 -0.96946 2.43062
N -3.71985 -0.08012 3.10548
N 5.43291 -0.84693 -1.93325
N -3.66347 -2.65406 -4.62812
N 1.14629 2.37712 -4.55167
N 2.57412 -0.46894 5.16574
C 0.05173 2.11431 -2.37989
C -0.05868 2.76205 -3.79610
C -0.31516 4.27572 -3.63664
C -5.74868 -1.92725 3.56688
C 1.38256 4.25196 -6.26691
C -4.77840 -3.99755 -2.96751
C -5.46560 -1.43388 2.15710
C -3.19305 4.37956 1.07483
C 0.51767 0.86708 1.04203
C -1.28237 2.25769 -4.59499
C -3.93515 -0.19382 0.69323
C 3.41930 -0.81138 7.51496
C 4.77020 -0.84047 4.03064
C -3.85021 0.99573 5.17631
C -5.45029 -0.77539 4.48826
C 1.24084 2.75807 -5.97831
C 0.01341 2.08861 -6.70202
C -2.93922 -1.36176 5.03259
C 3.43509 0.94261 -0.99499
C 4.47842 0.86600 5.91104
C 5.84416 -0.51105 0.47562
C 2.53340 2.10853 -6.37110
C 3.40644 1.24275 3.66724
C 3.77893 0.18282 4.72693
C -3.71393 -5.11174 -4.88837
C 4.68556 -0.04572 7.12289
C 5.82695 0.15925 -0.90993
C -1.81820 5.04183 1.31400
C 3.39446 -2.82855 5.89608
C 4.91315 1.34771 -1.05753
C -2.40508 -1.14636 -3.11043
C 3.56308 -2.18294 -0.90703
C 7.28504 0.51033 -1.19155
C -4.82788 -2.72491 -2.00510
C -1.33420 2.50413 -6.13874
C -3.15148 -2.24651 1.85193
C -3.65932 -1.44747 -3.90564
C 2.69231 -1.48610 6.27693
C -4.00631 -0.34965 4.46842
C 3.98255 -1.22772 -2.05154
C -4.85581 -1.48482 -2.84822
C 0.58254 -0.59174 1.21575
C -4.04855 -0.99767 2.03196
C 1.30985 -1.81643 6.69501
C -3.99944 -0.31172 -4.87582
C 3.11601 0.02629 -2.09079
C -3.35509 4.28751 -0.43878
C -2.20860 -4.15951 -3.26145
C 0.06458 -1.32579 0.02609
C -3.58072 -3.95318 -3.88739
C 3.90031 -1.96602 -3.45775
H 0.35452 4.74763 -6.32501
H -1.47323 -1.24917 -3.69935
H -5.72236 -2.83932 -1.40164
H 2.62321 1.83927 4.12685
H 1.07239 1.32015 1.89196
H -2.10405 -1.91901 1.88196
H 7.78018 1.07032 -0.38650
H -6.11758 -0.55319 2.05300
H 2.11751 -0.35358 -2.03841
H 0.60568 4.81308 -3.39606
H 2.88264 2.20755 -3.59765
H 2.91759 1.33179 -5.68577
H 1.06332 0.90966 5.61987
H 4.38873 1.73557 3.53731
H 1.82024 4.36416 -7.24208
H 8.01988 -0.31563 -1.39949
H -0.45705 1.28076 0.91335
H 0.60346 2.39742 5.80605
H 3.27763 2.89341 -6.58845
H 1.61535 -0.93162 1.30380
H 2.05632 4.69119 -5.54973
H -3.94381 -2.64515 -1.37386
H -0.92431 2.31555 -1.97092
H -2.01004 -3.67550 -2.27016
H 1.16578 -0.73397 3.83979
H 0.83054 -0.87268 6.95658
H -0.85581 -0.49222 2.56186
H -2.58223 -0.87593 5.92118
H 0.32533 1.10228 -2.39589
H -6.77787 -2.25012 3.61903
H 2.43971 -2.25132 -0.73407
H 5.08460 1.82250 -2.02508
H -1.46995 3.53663 -6.32673
H -4.34186 4.13882 -0.81499
H -5.61618 -3.78092 -3.62645
H 4.54615 -2.83847 -3.51991
H -4.01626 3.16442 2.18010
H 2.94428 1.88533 -1.07122
H 6.34201 -1.47997 0.34676
H -3.73504 0.65447 -4.35580
H -3.97757 0.89450 6.24827
H 3.75882 -1.58038 8.24197
H 4.81069 -0.66214 0.81773
H -2.87779 -5.34006 -5.47568
H -5.99476 0.11144 4.19889
H -3.91253 4.99295 1.55958
H -4.51334 -4.79556 -5.50963
H -4.81846 -0.49729 0.10122
H -1.65096 5.19325 2.40604
H 5.53036 -0.75470 7.08019
H 3.47677 -2.99908 4.83361
H -2.15883 1.93626 -6.52787
H 5.41286 1.35925 5.52877
H 2.89849 -3.68428 6.40263
H -1.00543 -1.22208 -0.03821
H -1.93691 -2.15884 -5.39156
H -5.09776 -2.73376 3.75456
H -3.31804 -0.38563 -5.70450
H 3.86869 -3.29197 -0.99487
H 1.04711 1.09992 0.09500
H -0.97850 4.56696 0.80382
H -2.88691 1.36538 5.08020
H 3.89378 -1.82670 0.02199
H -0.80426 4.71577 -4.52403
H -1.38762 -3.81194 -3.94743
H -2.11049 2.74860 -4.08794
H 2.37312 1.53320 -7.36515
H -1.87843 6.05737 1.02469
H -2.40033 -1.71485 -2.20228
H -2.16003 -1.58241 4.30636
H 6.54930 -2.27149 -2.62734
H 4.42867 -2.88218 6.26288
H 3.31400 0.45765 -3.06563
H 6.36999 0.09136 1.25047
H 4.29503 -1.25847 -4.19768
H 0.78195 2.55482 -1.70854
H 4.25669 -1.36549 3.17495
H -3.95788 -5.97362 -4.21499
H 0.28488 -2.37435 0.08073
H -1.59954 1.19298 -4.39204
H 5.58340 -0.24534 3.53410
H -1.04278 4.25196 -2.75032
H 0.11173 2.39016 -7.78985
H -2.50768 1.38741 2.70746
H 7.30247 1.07049 -2.07797
H -4.05777 0.87547 0.96884
H 0.57962 -0.86866 -0.80954
H 4.85705 0.62049 7.94384
H 3.77610 1.70405 6.25361
H -5.72712 -1.38863 -3.52225
H -3.24382 -2.60907 0.81024
H -3.09756 -0.47976 0.05481
H 1.35585 -2.36245 7.61808
H 3.24931 0.57722 -0.00454
H -2.73484 3.47435 -0.86004
H -2.39797 -0.05764 -2.87453
H -4.87386 -4.97208 -2.53509
H 2.94829 0.89262 2.78830
H -2.99663 5.21450 -0.97842
H -1.94600 -5.21243 -3.05556
H 2.85011 -2.07019 -3.77738
H -4.52249 1.71399 4.85948
H 0.11412 1.01890 -6.63170
H 5.23625 -1.58254 4.71649
H -3.49100 -2.98712 2.58023
H -5.77951 -0.92955 5.54338
H 5.14160 2.15737 -0.35304
H -3.37822 -2.27829 5.41308
H 2.70318 -0.10439 7.97397
H -5.09986 -0.36000 -5.08658
H -5.73755 -2.06566 1.34481
H -4.82474 -0.58184 -2.31450
H 0.66707 -2.32211 6.02959

Atoms 1-3, force components in eV/Å:
O 0.323 -0.751 1.875
O -0.176 -0.035 -0.864
O 0.303 0.581 0.457